No. 1
The following is a quantum chemistry calculation of one molecule with the formula C6H10N2S, from the OMol25 dataset.

Properties
LUMO level = 0.6541 eV
E_HOMO = -8.030 eV
HOMO-LUMO gap = 8.68 eV
Electronic energy = -20195.2973 eV
SMILES = C=C=NC/N=C\CSC

Cartesian coordinates (Å):
1 C 0.928 -1.001 -2.825
2 C 1.635 -0.457 -1.889
3 N 2.302 0.315 -1.198
4 C 2.782 0.597 0.136
5 N 2.068 -0.109 1.145
6 C 0.798 -0.038 1.303
7 C -0.125 0.806 0.577
8 S -1.233 -0.206 -0.557
9 C -2.664 -0.342 0.571
10 H 0.176 -0.523 -3.395
11 H 1.086 -2.150 -2.872
12 H 3.842 0.452 0.183
13 H 2.459 1.643 0.139
14 H 0.270 -0.781 2.001
15 H 0.244 1.559 0.030
16 H -0.918 1.225 1.403
17 H -2.729 0.649 0.665
18 H -3.533 -0.854 0.250
19 H -2.388 -0.850 1.543

List of natural (NBO) charges in e, atom by atom: number 1, C, carries -0.6875; number 2, C, carries 0.4530; number 3, N, carries -0.4723; number 4, C, carries -0.0776; number 5, N, carries -0.4296; number 6, C, carries 0.1322; number 7, C, carries -0.5725; number 8, S, carries 0.1866; number 9, C, carries -0.7211; number 10, H, carries 0.2494; number 11, H, carries 0.2462; number 12, H, carries 0.2149; number 13, H, carries 0.1968; number 14, H, carries 0.1839; number 15, H, carries 0.2194; number 16, H, carries 0.2305; number 17, H, carries 0.2053; number 18, H, carries 0.2354; number 19, H, carries 0.2072

No. 2
The following is a quantum chemistry calculation of an isolated ion of composition C6H10N2S and charge +2, from the OMol25 dataset.

Properties
LUMO level (spin up / spin down) = -9.7166 / -11.7493 eV
Total charge = +2
E_HOMO (spin up / spin down) = -19.622 / -17.065 eV
HOMO-LUMO gap (spin up / spin down) = 9.91 / 5.32 eV
Electronic energy = -20176.8807 eV

Cartesian coordinates (Å):
1 C 0.958 -1.977 0.314
2 C 1.710 1.404 0.166
3 C 2.310 -1.260 0.379
4 C -0.886 0.577 -0.915
5 C -0.713 1.648 0.164
6 C -1.193 -0.864 -0.455
7 N 0.674 2.005 0.522
8 N -0.193 -1.706 0.020
9 S 2.630 0.303 -0.541
10 H 1.158 -2.986 0.691
11 H 2.523 -1.100 1.439
12 H 3.083 -1.929 -0.014
13 H -1.771 0.865 -1.488
14 H -0.049 0.597 -1.617
15 H -1.153 2.589 -0.182
16 H -1.229 1.367 1.090
17 H -1.978 -0.856 0.313
18 H -1.627 -1.405 -1.309
19 H 0.742 2.867 1.085

List of natural (NBO) charges in e, atom by atom: number 1, C, carries 0.1573; number 2, C, carries 0.1818; number 3, C, carries -0.5988; number 4, C, carries -0.4266; number 5, C, carries -0.2496; number 6, C, carries -0.3029; number 7, N, carries -0.4496; number 8, N, carries 0.0071; number 9, S, carries 0.6376; number 10, H, carries 0.3110; number 11, H, carries 0.3068; number 12, H, carries 0.3144; number 13, H, carries 0.2998; number 14, H, carries 0.2422; number 15, H, carries 0.2734; number 16, H, carries 0.2495; number 17, H, carries 0.2793; number 18, H, carries 0.2945; number 19, H, carries 0.4727